The following is a quantum chemistry calculation of a cluster of 6 separate species, C20H56N4O8 in total, from the OMol25 dataset.

Calculated values
Multiplicity: 2
HOMO-LUMO gap (alpha / beta), eV: 7.3 / 1.6
Charge: +1
Relative energy (zero: lowest compared OMol25 entry of this formula, charge and spin), kJ/mol: 387.3

Last column: Löwdin charge in e.
CARTESIAN COORDINATES (ANGSTROEM)
C: 0.715 7.847 32.011  -0.017
C: 1.488 6.891 31.060  -0.318
C: 0.816 5.625 30.535  -0.122
O: 1.727 4.941 29.631  -0.166
C: 1.371 3.763 28.965  -0.083
N: 1.822 7.769 29.959  0.347
H: 0.522 7.347 32.960  0.104
H: -0.265 8.211 31.704  0.097
H: 1.234 8.804 32.068  0.098
H: 2.419 6.682 31.588  0.186
H: -0.097 5.974 30.053  0.143
H: 0.601 5.092 31.461  0.153
H: 2.227 3.341 28.439  0.103
H: 0.430 3.839 28.419  0.091
H: 1.019 3.008 29.668  0.082
H: 1.349 8.659 30.012  0.148
H: 1.509 7.238 29.159  0.141
C: -3.224 -6.106 27.848  -0.058
C: -4.509 -6.600 27.064  -0.425
C: -5.029 -5.605 26.115  -0.207
O: -5.354 -4.468 26.919  -0.196
C: -5.909 -3.400 26.175  -0.109
N: -3.937 -7.785 26.442  0.013
H: -2.971 -6.900 28.552  0.063
H: -3.273 -5.295 28.575  0.065
H: -2.336 -6.104 27.216  0.077
H: -5.271 -6.988 27.740  0.139
H: -6.014 -5.920 25.770  0.129
H: -4.305 -5.495 25.308  0.131
H: -5.773 -2.458 26.706  0.072
H: -6.970 -3.619 26.063  0.089
H: -5.441 -3.209 25.210  0.084
H: -4.701 -8.408 26.662  0.070
H: -3.108 -8.212 26.829  0.066
C: 1.055 1.380 25.207  -0.079
C: 0.262 0.968 26.451  -0.408
C: -0.977 0.158 25.868  -0.170
O: -1.976 -0.111 26.839  -0.230
C: -2.930 -1.090 26.525  -0.109
N: 1.241 0.137 27.148  0.062
H: 1.971 1.926 25.433  0.047
H: 0.353 1.897 24.553  0.074
H: 1.425 0.551 24.603  0.088
H: -0.222 1.832 26.907  0.119
H: -0.631 -0.759 25.391  0.130
H: -1.640 0.737 25.226  0.131
H: -2.839 -2.135 26.820  0.089
H: -3.062 -1.081 25.443  0.079
H: -3.896 -0.834 26.959  0.079
H: 1.550 0.523 28.029  0.063
H: 0.609 -0.577 27.479  0.067
C: -1.973 -3.063 22.710  -0.099
C: -2.058 -3.330 21.252  -0.427
C: -0.797 -4.129 20.717  -0.144
O: 0.333 -3.175 20.866  -0.218
C: 1.332 -3.307 19.875  -0.116
N: -3.339 -4.028 21.083  0.030
H: -2.886 -2.617 23.104  0.062
H: -1.194 -2.325 22.899  0.070
H: -1.880 -3.918 23.379  0.082
H: -2.016 -2.405 20.677  0.142
H: -1.175 -4.332 19.715  0.109
H: -0.576 -5.092 21.178  0.120
H: 0.886 -2.799 19.020  0.086
H: 1.567 -4.359 19.711  0.085
H: 2.229 -2.770 20.182  0.084
H: -3.269 -5.012 21.300  0.070
H: -3.750 -4.023 20.160  0.066
C: 4.824 2.331 25.806  -0.264
C: 6.045 3.274 25.969  -0.229
O: 7.037 2.822 26.878  -0.075
O: 5.112 1.399 24.828  -0.053
H: 3.900 2.862 25.578  0.100
H: 4.690 1.756 26.722  0.115
H: 5.775 4.324 26.085  0.109
H: 6.683 3.291 25.085  0.116
H: 6.930 1.886 27.060  0.076
H: 5.898 0.907 25.077  0.093
C: -2.421 -0.390 30.500  -0.179
C: -1.604 0.829 29.955  -0.225
O: -0.384 0.607 30.657  -0.096
O: -2.531 -0.377 31.969  -0.084
H: -1.789 -1.253 30.292  0.117
H: -3.376 -0.541 29.996  0.114
H: -1.984 1.845 30.057  0.115
H: -1.459 0.667 28.887  0.080
H: -0.700 0.997 31.475  0.069
H: -1.752 -0.766 32.373  0.076

Forces on the atoms, in the same order (eV/Å):
C -0.74 -0.25 0.36
C 0.67 1.94 0.50
C 1.08 -0.62 -0.82
O -0.07 2.44 1.54
C -1.74 -1.45 0.80
N -2.25 -1.90 -0.06
H 0.46 0.35 0.18
H -0.28 -0.71 -0.75
H 0.61 -0.35 0.75
H 0.31 -0.51 0.14
H -0.34 -0.50 -0.23
H -0.22 -0.55 -0.18
H -0.20 0.53 -0.19
H 0.36 0.61 -1.01
H 0.57 -0.31 0.60
H 0.79 1.01 -0.16
H 0.98 0.20 -1.47
C -0.76 -0.46 1.28
C 3.78 -0.41 2.38
C -1.50 0.42 0.56
O 1.31 0.78 -0.55
C -0.22 -0.08 0.26
N -2.02 -1.18 -1.47
H -0.19 -0.52 -0.01
H -0.24 0.71 -0.80
H -0.24 0.65 -0.36
H -0.17 0.86 0.37
H 0.13 -0.48 -0.88
H -0.06 0.64 -0.14
H -0.17 -0.18 0.44
H -0.19 0.36 -0.36
H 0.10 -0.49 -0.26
H 0.46 -1.19 -0.87
H 0.00 0.61 0.39
C -0.86 0.61 -0.72
C -0.20 -0.50 -3.00
C -0.20 0.26 0.63
O 0.61 -0.89 2.45
C -1.05 0.18 -1.04
N -1.67 -0.73 1.26
H -0.36 0.41 0.14
H 0.44 0.70 -0.26
H -0.26 -0.48 0.42
H 0.50 0.17 0.70
H 0.10 -0.08 -0.14
H 1.27 0.51 -1.19
H 1.20 -0.07 0.29
H -0.23 -0.18 -0.25
H 0.05 0.54 0.08
H 0.16 0.52 0.14
H 0.43 -1.06 0.46
C 0.12 1.39 1.52
C 0.42 -1.82 0.13
C -0.57 2.28 0.34
O -1.43 -1.60 0.38
C -0.75 0.29 0.02
N -0.18 -0.22 -0.69
H -0.26 0.28 -0.44
H 0.35 -0.28 0.27
H 0.54 -0.40 -0.43
H -0.36 0.02 0.07
H 1.06 0.08 -0.72
H 0.00 0.13 0.42
H 0.59 -0.37 -0.73
H 0.11 0.02 -0.34
H -0.10 -0.04 0.15
H 0.19 -0.13 0.39
H 0.27 0.38 -0.30
C 1.50 0.61 0.85
C 0.46 -0.20 -1.05
O -0.23 0.25 1.42
O -0.41 -0.90 -1.53
H 0.17 -0.05 -0.26
H -0.31 0.43 0.67
H -0.03 -0.02 0.96
H -1.04 0.00 -1.05
H -0.10 -0.03 0.04
H 0.01 -0.06 -0.05
C 0.52 0.35 0.61
C -0.47 -2.38 -0.43
O 0.38 1.75 -0.07
O -0.80 0.77 -1.26
H -0.10 0.03 -0.50
H -0.27 0.16 0.59
H -0.32 -0.06 0.52
H 0.09 -0.10 0.05
H 0.92 -0.25 0.89
H 0.08 -0.18 -0.38


The following is a quantum chemistry calculation of a structure of composition C32H43BrN12S2Sr, from the OMol25 dataset.

Calculated values
Multiplicity: 1
HOMO-LUMO gap, eV: 5.8
Relative energy (zero: lowest compared OMol25 entry of this formula, charge and spin), kJ/mol: 129.4

Last column: Löwdin charge in e.
CARTESIAN COORDINATES (ANGSTROEM)
Sr: 1.100 0.771 -0.180  1.013
Br: 2.622 1.990 -3.130  0.686
C: 0.939 2.648 -3.860  -0.551
C: 1.119 3.445 -4.942  -0.174
C: 0.042 4.046 -5.621  -0.104
C: -1.212 3.817 -5.182  -0.073
C: -1.403 3.134 -3.959  -0.159
C: -2.763 2.890 -3.550  -0.067
C: -3.054 2.094 -2.473  -0.104
C: -1.973 1.370 -1.875  -0.175
C: -0.631 1.644 -2.168  -0.200
C: -0.345 2.412 -3.269  -0.271
H: 2.127 3.584 -5.339  0.088
H: 0.163 4.769 -6.456  0.113
H: -2.126 4.234 -5.629  0.111
H: -3.502 3.343 -4.199  0.092
H: -4.065 1.886 -2.131  0.086
H: -2.268 0.697 -1.084  0.048
N: -0.766 2.413 1.267  -0.026
C: -1.868 1.774 1.973  -0.268
C: -1.613 1.537 3.503  -0.183
C: -0.407 0.652 3.881  -0.191
C: -0.322 -0.697 3.119  -0.265
N: 0.778 -0.691 2.121  -0.060
H: -0.099 2.871 1.875  0.014
H: -1.071 3.069 0.583  0.065
H: -2.048 0.811 1.479  0.070
H: -2.838 2.345 1.910  0.121
H: -2.498 1.153 3.995  0.100
H: -1.492 2.528 3.956  0.105
H: -0.524 0.446 4.940  0.094
H: 0.562 1.187 3.877  0.107
H: -1.277 -0.942 2.648  0.018
H: -0.119 -1.506 3.902  0.126
H: 0.933 -1.642 1.796  0.067
H: 1.634 -0.550 2.615  0.059
N: -0.558 -2.153 -1.820  0.147
C: 0.787 -2.315 -2.074  -0.450
N: 1.166 -3.009 -3.134  0.169
C: 2.485 -3.315 -3.203  -0.407
N: 2.942 -4.164 -4.137  0.157
N: 3.429 -2.788 -2.367  0.162
C: 2.978 -1.938 -1.456  -0.289
N: 1.637 -1.663 -1.223  0.075
C: 3.990 -1.355 -0.606  -0.201
C: 5.348 -1.829 -0.625  -0.009
C: 6.288 -1.191 0.154  -0.061
C: 5.939 -0.012 0.852  -0.029
C: 4.608 0.418 0.809  -0.115
N: 3.629 -0.295 0.185  0.043
H: -1.038 -2.840 -2.440  0.106
H: -0.937 -2.206 -0.840  0.034
H: 2.357 -4.524 -4.871  0.105
H: 3.968 -4.343 -4.207  0.134
H: 5.595 -2.655 -1.314  0.110
H: 7.332 -1.574 0.170  0.119
H: 6.675 0.506 1.411  0.094
H: 4.404 1.339 1.343  0.055
C: -2.791 -5.395 -0.137  -0.073
N: -3.833 -4.431 -0.445  -0.243
C: -4.513 -4.520 -1.714  -0.064
C: -3.886 -3.283 0.293  -0.830
S: -2.665 -2.532 1.109  0.736
N: -5.157 -2.860 0.458  -0.232
C: -6.260 -3.851 0.637  -0.017
C: -5.450 -1.498 0.832  -0.112
H: -3.115 -6.380 -0.502  0.093
H: -2.694 -5.406 0.915  0.059
H: -1.842 -5.144 -0.631  0.084
H: -3.766 -4.336 -2.527  0.096
H: -5.240 -3.716 -1.886  0.091
H: -4.945 -5.550 -1.848  0.107
H: -5.916 -4.862 0.776  0.091
H: -6.858 -3.791 -0.261  0.078
H: -6.853 -3.503 1.467  0.084
H: -5.538 -1.379 1.939  0.094
H: -6.472 -1.228 0.438  0.100
H: -4.727 -0.741 0.453  0.077
C: 5.574 3.999 4.127  -0.046
C: 4.162 4.022 3.683  -0.359
C: 3.132 4.556 4.434  -0.045
C: 1.891 4.469 3.850  -0.142
N: 1.631 3.908 2.650  0.017
C: 2.714 3.508 1.935  -0.881
S: 2.544 3.199 0.275  0.468
N: 3.963 3.451 2.480  0.066
H: 6.203 4.770 3.659  0.090
H: 6.006 3.098 3.683  0.070
H: 5.647 3.942 5.211  0.076
H: 3.331 5.018 5.394  0.103
H: 0.961 4.838 4.258  0.101

Forces on the atoms, in the same order (eV/Å):
Sr -0.65 0.56 -0.33
Br -0.79 -0.27 0.20
C 0.20 0.19 0.44
C 0.85 0.22 -0.84
C -0.04 0.93 -0.95
C -0.87 0.54 0.93
C -0.99 -2.12 0.01
C 0.82 0.52 -0.07
C 0.80 -0.93 -0.38
C 0.11 1.86 -0.33
C -0.02 -2.60 1.91
C -0.44 2.15 -1.67
H -0.30 0.05 0.22
H 0.35 -0.90 0.48
H 0.65 -0.04 -0.09
H -0.34 0.10 0.34
H -0.03 0.17 -0.24
H 0.16 -0.28 0.39
N 0.53 -0.93 0.60
C -0.89 -0.21 0.82
C 0.72 0.78 -1.00
C -0.07 -0.01 -0.13
C 0.68 -0.50 1.55
N -0.72 -0.51 -0.27
H 0.04 0.41 0.18
H -0.19 0.43 -0.58
H -0.27 -0.03 0.17
H 0.88 -0.36 -0.08
H -0.36 -0.39 -0.26
H 0.21 -0.02 -0.02
H -0.12 -0.26 0.28
H -0.38 -0.09 -0.58
H 0.27 0.12 -0.04
H -0.35 0.84 -1.02
H -0.40 -0.10 -0.32
H 0.73 0.62 0.54
N -0.33 -1.89 -0.50
C 0.43 1.39 1.45
N 0.80 -1.24 -0.43
C -0.41 1.38 0.82
N 1.36 -0.39 -0.31
N -0.69 -0.24 -0.43
C -2.73 -1.20 -0.64
N 1.65 -0.80 -0.67
C 2.40 1.76 2.14
C -1.71 0.01 -0.73
C 0.70 0.61 0.34
C -0.92 -1.66 -1.15
C 0.46 -1.22 -0.01
N 1.05 0.01 -0.81
H 0.09 1.04 0.75
H 0.81 0.29 -1.16
H -0.18 0.15 0.22
H -1.61 0.48 0.25
H -0.14 0.51 0.67
H -0.88 0.39 0.03
H 0.43 0.57 0.39
H -0.71 0.00 -0.15
C -0.24 0.02 -1.74
N 0.47 0.19 0.59
C 0.50 -0.51 -1.21
C -1.22 -0.51 0.23
S 1.12 0.09 -0.08
N -0.46 -0.19 -0.03
C 0.51 1.57 -0.85
C -1.31 1.04 0.56
H 0.07 0.21 0.15
H 0.46 -0.17 1.07
H -0.04 -0.08 0.23
H -0.37 -0.47 0.35
H -0.02 -0.48 0.51
H 0.17 1.09 0.03
H 0.33 -0.07 0.13
H -0.53 -0.32 -0.17
H -0.22 -0.07 0.39
H 0.30 -0.09 -0.63
H 0.96 -0.29 0.17
H -0.36 -0.91 0.19
C 0.79 -0.69 -0.27
C -0.11 -0.74 -1.23
C 0.09 0.38 0.03
C -1.29 -0.69 -1.10
N 0.89 0.41 0.63
C 0.32 0.32 0.96
S 0.15 -0.10 -0.64
N -0.38 0.56 0.35
H -0.47 0.27 0.51
H -0.02 -0.17 0.31
H 0.29 0.34 0.01
H -0.22 0.02 -0.13
H 0.17 0.18 0.76


The following is a quantum chemistry calculation of a structure of composition C22H21IN7O2STi, from the OMol25 dataset.

Calculated values
Multiplicity: 3
HOMO-LUMO gap (alpha / beta), eV: 5.8 / 6.7
Charge: -1
Relative energy (zero: lowest compared OMol25 entry of this formula, charge and spin), kJ/mol: 149.9

Last column: natural (NBO) charge in e.
CARTESIAN COORDINATES (ANGSTROEM)
Ti: 0.943 0.176 -0.284  1.261
C: 2.010 4.306 0.693  -0.663
C: 1.687 2.850 0.625  0.175
N: 1.465 2.183 -0.511  -0.294
O: 1.504 3.019 -1.655  -0.582
C: 1.542 2.068 1.804  0.136
C: 1.899 2.549 3.170  -0.656
N: 1.078 0.852 1.558  -0.243
O: 0.902 0.003 2.636  -0.401
H: 1.883 4.768 -0.279  0.245
H: 3.046 4.465 1.016  0.214
H: 1.360 4.809 1.412  0.218
H: 0.762 2.685 -2.182  0.475
H: 2.767 3.212 3.134  0.212
H: 2.126 1.698 3.808  0.247
H: 1.073 3.101 3.632  0.218
S: -1.330 1.254 -0.579  -0.328
C: -2.605 0.249 0.141  -0.135
C: -3.483 -0.511 -0.639  -0.197
C: -4.491 -1.275 -0.055  -0.236
C: -4.645 -1.297 1.327  -0.251
C: -3.781 -0.543 2.113  -0.193
C: -2.777 0.220 1.527  -0.236
H: -3.370 -0.493 -1.719  0.196
H: -5.158 -1.856 -0.684  0.199
H: -5.428 -1.892 1.786  0.200
H: -3.886 -0.549 3.193  0.204
H: -2.092 0.790 2.143  0.225
N: 3.015 -0.416 -0.058  -0.615
C: 2.964 -1.464 -0.600  0.592
N: 3.012 -2.600 -1.190  -0.687
C: 2.002 -3.102 -1.893  0.456
N: 1.174 -3.613 -2.527  -0.493
I: 0.720 -2.081 5.088  0.083
C: 0.045 -2.173 3.111  -0.184
C: -1.020 -2.912 2.781  -0.200
C: -1.464 -2.997 1.410  -0.402
C: -0.812 -2.244 0.505  0.122
N: 0.256 -1.429 0.755  -0.729
C: 0.828 -1.395 2.102  0.172
H: -1.550 -3.463 3.551  0.211
H: -2.303 -3.612 1.122  0.216
H: -1.129 -2.267 -0.530  0.191
H: 1.863 -1.714 2.068  0.165
C: 0.728 0.296 -5.046  -0.157
C: 1.913 0.575 -4.396  -0.267
C: 2.010 0.305 -3.044  0.076
N: 0.997 -0.181 -2.320  -0.544
C: -0.126 -0.515 -2.975  0.115
C: -0.297 -0.284 -4.331  -0.246
H: 0.613 0.510 -6.102  0.213
H: 2.764 0.992 -4.915  0.221
H: 2.925 0.497 -2.502  0.231
H: -0.904 -0.982 -2.393  0.229
H: -1.227 -0.572 -4.803  0.222

Forces on the atoms, in the same order (eV/Å):
Ti -0.90 0.55 0.70
C 0.14 0.05 0.08
C -0.08 -0.29 0.10
N 0.30 0.78 0.31
O -0.19 -0.24 -0.16
C -0.03 0.00 -0.22
C -0.07 0.10 0.11
N 0.39 0.18 0.98
O -0.17 -0.23 -0.25
H -0.02 0.04 -0.05
H -0.07 -0.01 -0.02
H 0.03 -0.01 0.00
H 0.07 0.11 0.09
H -0.07 -0.03 0.00
H 0.00 0.01 0.01
H 0.05 -0.04 -0.02
S -0.29 -0.16 -0.04
C -0.08 0.01 -0.02
C -0.06 -0.01 0.03
C 0.12 0.11 0.04
C 0.05 0.07 -0.10
C 0.06 0.08 -0.10
C -0.04 -0.07 0.06
H -0.03 0.00 0.06
H 0.04 0.02 0.00
H 0.04 0.02 -0.03
H 0.04 -0.01 -0.05
H -0.01 -0.01 0.01
N 0.31 -0.47 -0.32
C 0.03 -0.40 -0.32
N -0.13 -0.06 -0.09
C 0.14 0.14 0.27
N 0.23 0.17 0.11
I 0.03 -0.02 0.00
C -0.05 0.05 -0.18
C -0.13 -0.09 -0.20
C 0.01 -0.22 0.52
C 0.54 0.39 -0.13
N -0.27 -0.47 0.79
C -0.66 0.18 0.01
H 0.00 0.00 -0.02
H 0.04 0.03 0.06
H 0.02 0.07 -0.08
H 0.46 0.03 0.01
C -0.04 0.06 -0.35
C 0.33 -0.02 0.13
C 0.19 0.09 -0.19
N -0.05 -0.37 -1.80
C 0.01 -0.09 -0.28
C -0.28 -0.23 0.29
H 0.01 -0.03 0.04
H -0.02 0.01 0.00
H 0.04 0.14 0.08
H -0.05 0.05 0.07
H 0.05 0.04 0.04


Number 1: maximum force 4.48 eV/A. Number 2: maximum force 3.67 eV/A. Number 3: maximum force 1.84 eV/A.